Record 1
Below is a structure of composition C17H16MnN3O4, with properties calculated with ωB97M-V with the def2-TZVPD basis set.

Output
spin multiplicity: 4
E_HOMO (alpha / beta): -10.853 / -10.865 eV
net charge: +1

```
41
Properties=species:S:1:pos:R:3:mulliken_spin:R:1
Mn 0.979 0.004 0.123 3.556
O -0.990 3.721 1.336 0.000
C -1.950 3.678 0.389 0.003
C -2.873 4.721 0.388 -0.002
C -3.882 4.762 -0.549 0.003
C -4.000 3.761 -1.515 -0.001
C -3.097 2.726 -1.522 -0.001
C -2.063 2.659 -0.575 0.000
C -1.139 1.530 -0.627 -0.015
O -0.175 1.435 0.299 0.011
N -1.283 0.573 -1.489 -0.013
N -0.280 -0.373 -1.328 -0.038
C -0.646 -1.625 -1.406 -0.001
C 0.305 -2.693 -1.368 0.012
C -0.072 -3.947 -1.891 0.005
C 0.853 -4.934 -2.104 0.003
C 2.197 -4.683 -1.793 -0.003
C 2.587 -3.481 -1.248 0.011
C 1.651 -2.478 -0.978 -0.025
O 2.068 -1.367 -0.376 -0.020
H -0.406 2.958 1.222 0.004
H -2.767 5.492 1.139 0.000
H -4.588 5.582 -0.534 0.000
H -4.791 3.801 -2.251 0.000
H -3.164 1.939 -2.260 0.000
H -1.685 -1.903 -1.560 -0.001
H -1.110 -4.099 -2.162 0.000
H 0.555 -5.883 -2.526 0.000
H 2.942 -5.446 -1.976 0.000
H 3.620 -3.290 -0.987 0.001
N 3.672 0.687 3.034 0.006
C 2.650 0.295 2.300 -0.013
O 2.360 0.891 1.235 -0.017
C 1.833 -0.893 2.725 0.042
C 0.540 -0.936 1.927 -0.484
H 4.235 1.465 2.724 0.000
H 3.908 0.234 3.901 -0.001
H 1.624 -0.848 3.797 -0.020
H 2.431 -1.788 2.547 0.000
H -0.268 -0.315 2.302 0.000
H 0.217 -1.933 1.638 -0.003
```

Record 2
Below is the molecule C17H16N2O2, with properties calculated with ωB97M-V with the def2-TZVPD basis set.

Output
relative energy (zero: lowest compared OMol25 entry of this formula, charge and spin): 1.873 eV
E_HOMO: -7.729 eV
SMILES string: CCC(=O)c1ccc(/C=C/c2nc3ccccc3n2C)o1

```
37
Properties=species:S:1:pos:R:3:nbo_charge:R:1
C -6.771 -0.391 1.214 -0.598
C -6.481 0.146 -0.189 -0.490
C -5.159 0.889 -0.201 0.529
O -5.095 2.099 -0.178 -0.520
C -3.967 0.041 -0.211 0.138
C -3.809 -1.331 -0.296 -0.238
C -2.435 -1.576 -0.266 -0.304
C -1.818 -0.337 -0.167 0.278
C -0.443 0.045 -0.101 -0.175
C 0.592 -0.817 -0.094 -0.223
C 1.949 -0.365 -0.034 0.351
N 2.291 0.904 -0.015 -0.455
C 3.649 0.933 0.036 0.079
C 4.532 2.011 0.073 -0.189
C 5.879 1.731 0.123 -0.230
C 6.359 0.418 0.137 -0.212
C 5.506 -0.666 0.101 -0.272
C 4.147 -0.394 0.050 0.164
N 3.044 -1.205 0.003 -0.360
C 3.103 -2.638 0.010 -0.402
H 3.575 -2.991 0.931 0.209
H 2.104 -3.061 -0.055 0.214
H 3.692 -2.993 -0.840 0.210
H 5.882 -1.678 0.113 0.213
H 7.425 0.250 0.177 0.213
H 6.591 2.543 0.151 0.213
H 4.158 3.022 0.062 0.223
H 0.412 -1.881 -0.135 0.200
H -0.239 1.105 -0.054 0.252
O -2.752 0.625 -0.137 -0.352
H -1.953 -2.531 -0.315 0.226
H -4.585 -2.065 -0.375 0.229
H -6.459 -0.672 -0.909 0.211
H -7.264 0.850 -0.475 0.232
H -6.803 0.429 1.928 0.216
H -7.731 -0.900 1.228 0.214
H -6.000 -1.091 1.529 0.206
```

Record 3
Below is the molecule C17H16N8O5S2, with properties calculated with ωB97M-V with the def2-TZVPD basis set.

Output
relative energy (zero: lowest compared OMol25 entry of this formula, charge and spin): 2.072 eV
E_HOMO: -8.943 eV
SMILES string: NS(=O)(=O)c1c(S(=O)(=O)C2CNC2)ccc([C@H]2C=CC=C3NC(=O)N=C32)c1-c1nnn[nH]1

```
48
Properties=species:S:1:pos:R:3:nbo_charge:R:1
O 0.484 4.976 -0.592 -0.553
O -3.493 0.817 0.086 -0.876
O -3.419 -0.481 2.215 -0.955
O -2.339 -3.411 2.080 -0.976
O -0.631 -3.676 3.501 -0.937
N -1.801 0.686 -3.293 -0.043
N -1.770 1.852 -2.668 -0.058
N -1.177 -0.220 -2.476 -0.296
N 1.464 2.845 -0.383 -0.493
C 1.139 4.103 -1.050 0.748
C -0.866 0.401 -1.369 0.246
C 1.794 1.905 -1.267 0.292
C 1.753 1.807 -3.672 -0.196
C 2.162 0.381 -3.583 -0.206
C 1.762 2.601 -2.540 0.102
C 2.248 -0.322 -2.374 -0.170
C 1.623 -0.801 1.147 -0.191
C 0.833 -1.441 2.065 -0.161
C -0.341 -0.149 -0.165 0.012
C 1.114 -0.216 -0.019 0.075
C -1.162 -0.671 0.894 -0.224
C -0.534 -1.464 1.901 -0.285
N -1.340 1.615 -1.421 -0.350
N 1.307 3.931 -2.367 -0.594
N -3.401 -3.059 5.907 -0.625
N -3.688 -1.938 0.233 -1.009
C 2.101 0.396 -1.034 -0.352
C -2.028 -2.604 5.792 -0.191
C -3.734 -2.357 4.586 -0.206
C -2.257 -1.999 4.355 -0.533
S -3.023 -0.429 0.792 2.169
S -1.431 -2.648 2.942 2.162
H 1.581 2.133 -4.742 0.236
H 2.460 -0.121 -4.521 0.233
H 2.184 -1.479 -2.380 0.241
H 2.646 -1.150 1.130 0.229
H 1.196 -1.862 2.971 0.254
H -1.697 2.080 -0.547 0.471
H 0.774 4.328 -3.004 0.412
H -3.495 -4.071 5.875 0.366
H -3.489 -2.683 0.911 0.451
H -3.435 -2.142 -0.715 0.393
H 3.054 0.464 -0.525 0.276
H -1.624 -1.867 6.451 0.194
H -1.425 -3.538 5.900 0.217
H -4.160 -3.061 3.815 0.225
H -4.390 -1.417 4.686 0.222
H -2.093 -0.950 4.388 0.250
```

Record 4
Below is the molecule C17H16O5, with properties calculated with ωB97M-V with the def2-TZVPD basis set.

Output
relative energy (zero: lowest compared OMol25 entry of this formula, charge and spin): 0.000 eV
E_HOMO: -8.936 eV
SMILES string: COC(=O)c1ccc(COC(=O)c2ccccc2OC)cc1

```
38
Properties=species:S:1:pos:R:3:nbo_charge:R:1
C 3.468 2.777 -4.548 -0.258
H 4.554 2.808 -4.432 0.193
H 3.234 2.331 -5.517 0.194
H 3.047 3.776 -4.474 0.193
O 2.882 2.020 -3.501 -0.509
C 3.266 0.734 -3.428 0.779
O 4.060 0.243 -4.194 -0.596
C 2.617 0.007 -2.313 -0.184
C 2.931 -1.339 -2.130 -0.141
C 2.353 -2.053 -1.101 -0.224
C 1.456 -1.434 -0.236 -0.024
C 1.143 -0.094 -0.419 -0.185
C 1.715 0.624 -1.452 -0.162
H 1.470 1.665 -1.596 0.226
H 0.445 0.380 0.254 0.224
C 0.852 -2.225 0.896 -0.104
H 1.594 -2.365 1.690 0.206
H 0.523 -3.205 0.529 0.220
O -0.244 -1.562 1.507 -0.493
C -1.461 -1.824 1.014 0.789
O -1.671 -2.638 0.148 -0.592
C -2.533 -1.053 1.692 -0.240
C -3.784 -1.655 1.778 -0.129
C -4.837 -1.023 2.409 -0.254
C -4.640 0.235 2.952 -0.162
C -3.411 0.863 2.854 -0.333
C -2.340 0.235 2.222 0.421
O -1.123 0.806 2.051 -0.504
C -0.897 2.102 2.552 -0.255
H -1.558 2.838 2.081 0.179
H 0.137 2.336 2.302 0.203
H -1.021 2.141 3.638 0.180
H -3.295 1.849 3.275 0.221
H -5.451 0.742 3.453 0.216
H -5.800 -1.504 2.478 0.218
H -3.903 -2.634 1.340 0.234
H 2.593 -3.098 -0.964 0.214
H 3.629 -1.804 -2.810 0.236
```

Record 5
Below is a structure of composition C17H17Br2NNiO, with properties calculated with ωB97M-V with the def2-TZVPD basis set.

Output
spin multiplicity: 3
E_HOMO (alpha / beta): -7.819 / -7.863 eV

```
39
Properties=species:S:1:pos:R:3:mulliken_spin:R:1
C -1.254 -0.994 -2.232 -0.012
C -2.429 -1.703 0.707 0.000
C -0.217 -1.817 -1.902 0.002
H -0.962 -0.232 -3.036 0.009
C -1.214 -2.182 1.110 0.000
H -3.129 -1.315 1.459 0.000
H 0.763 -1.529 -2.268 0.001
H -0.970 -2.155 2.194 0.000
C -0.355 -3.084 -1.212 -0.001
H 0.514 -3.629 -1.601 0.000
H -1.272 -3.546 -1.574 0.000
C -2.647 -0.810 -1.732 0.005
H -3.275 -0.963 -2.640 0.000
H -2.890 0.222 -1.355 -0.008
C -3.062 -1.824 -0.643 0.000
H -2.957 -2.838 -1.067 0.000
H -4.145 -1.666 -0.475 0.000
C -0.290 -3.088 0.357 0.001
H -0.595 -4.130 0.651 0.000
H 0.781 -2.891 0.621 0.000
Ni 0.412 2.071 -1.035 1.856
H -0.839 1.830 -1.607 -0.003
Br 4.953 3.108 -1.338 0.004
C 3.644 3.177 0.016 0.055
C 3.718 4.085 1.069 -0.018
C 2.807 4.146 2.118 0.033
Br 3.021 5.399 3.490 0.002
C 1.694 3.249 2.119 -0.018
C 0.721 3.175 3.137 0.021
C -0.274 2.222 3.039 -0.009
C -0.394 1.430 1.862 0.040
N 0.405 1.605 0.794 0.001
C 1.532 2.417 0.983 -0.005
C 2.539 2.289 -0.067 0.004
O 2.338 1.449 -1.036 0.036
H 4.551 4.767 1.057 -0.001
H 0.814 3.874 3.969 0.001
H -1.003 2.088 3.840 -0.001
H -1.150 0.648 1.751 0.006
```

Record 6
Below is a structure of composition C17H17BrMgN9O8S2, with properties calculated with ωB97M-V with the def2-TZVPD basis set.

Output
relative energy (zero: lowest compared OMol25 entry of this formula, charge and spin): 0.528 eV
E_HOMO: -5.342 eV
net charge: -1

```
55
Properties=species:S:1:pos:R:3:nbo_charge:R:1
Mg 0.178 2.013 -0.160 1.769
N -0.380 1.411 2.671 -0.689
N 0.872 1.412 3.280 -0.399
C 1.986 1.392 2.550 0.664
N 3.149 1.103 3.176 -0.800
N 1.844 1.701 1.263 -0.546
N 2.790 1.357 0.368 0.646
O 3.970 1.186 0.654 -0.443
O 2.362 1.252 -0.776 -0.425
H -0.925 2.262 2.848 0.425
H -0.863 0.554 2.910 0.380
H 0.965 1.314 4.280 0.378
H 3.074 0.342 3.835 0.404
H 3.914 1.009 2.518 0.430
Br -0.440 -0.157 -3.493 0.059
C -0.595 1.734 -3.541 0.163
C -1.178 2.309 -4.657 -0.294
C -1.206 3.694 -4.723 -0.160
C -0.630 4.431 -3.707 -0.230
C -0.079 3.760 -2.627 0.139
N -0.094 2.423 -2.533 -0.520
C 0.639 4.530 -1.505 0.755
O 0.779 5.736 -1.684 -0.685
O 1.060 3.806 -0.561 -0.849
H -1.579 1.687 -5.442 0.226
H -1.657 4.184 -5.577 0.211
H -0.579 5.510 -3.711 0.251
N 0.496 -7.208 -0.643 -0.802
C 0.538 -5.939 -0.049 0.169
C -0.256 -5.650 1.056 -0.270
C -0.186 -4.406 1.665 -0.191
C 0.685 -3.447 1.175 -0.304
C 1.489 -3.726 0.074 -0.161
C 1.417 -4.966 -0.530 -0.276
S 0.743 -1.826 1.884 2.320
O -0.176 -1.832 3.010 -1.002
O 2.129 -1.540 2.182 -0.993
N 0.304 -0.848 0.732 -0.962
C -0.982 -0.627 0.407 0.274
S -2.392 -1.518 0.940 0.337
C -3.397 -0.465 -0.005 -0.489
C -2.635 0.466 -0.613 -0.014
N -1.285 0.383 -0.394 -0.665
H -0.381 -7.689 -0.518 0.371
H 0.778 -7.213 -1.611 0.372
H -0.937 -6.403 1.436 0.201
H -0.805 -4.164 2.518 0.242
H 2.158 -2.964 -0.303 0.239
H 2.042 -5.188 -1.387 0.205
H -4.467 -0.577 -0.019 0.231
H -3.011 1.273 -1.225 0.218
O -2.261 3.473 2.387 -0.745
C -2.318 3.517 1.150 0.673
O -1.466 3.106 0.318 -0.886
H -3.203 4.023 0.706 0.049
```

Record 7
Below is a structure of composition C17H17ClEuO3S, with properties calculated with ωB97M-V with the def2-TZVPD basis set.

Output
spin multiplicity: 8
E_HOMO (alpha / beta): -0.224 / -0.225 eV
net charge: -2

```
40
Properties=species:S:1:pos:R:3:mulliken_spin:R:1
C -2.094 0.809 -0.436 -0.002
C -0.978 1.504 -1.007 -0.002
C -0.364 2.269 0.046 0.002
H -0.629 1.437 -2.052 0.001
C -1.097 2.030 1.258 -0.003
C -2.127 1.083 0.968 -0.006
H -2.809 0.622 1.686 0.000
H -2.808 0.186 -0.970 0.001
H 0.491 2.938 -0.058 0.000
H -0.960 2.571 2.202 0.002
Eu 0.426 -0.370 0.256 7.006
Cl 1.014 -1.219 -2.111 -0.010
C 4.440 0.885 -1.700 0.001
C 4.566 1.810 -0.625 -0.001
C 4.006 3.051 -1.044 0.000
H 5.029 1.613 0.336 0.000
C 3.536 2.893 -2.380 0.000
C 3.807 1.554 -2.785 0.000
H 3.582 1.124 -3.755 0.000
H 4.778 -0.146 -1.703 0.000
H 3.962 3.963 -0.458 0.000
H 3.074 3.663 -2.988 0.000
C -2.671 -7.026 3.498 0.000
C -1.974 -5.681 3.489 0.000
C -2.522 -4.524 4.095 0.001
C -1.880 -3.286 3.967 0.000
C -0.669 -3.198 3.265 0.000
C -0.104 -4.326 2.681 0.000
C -0.754 -5.545 2.809 0.000
S 0.073 -1.600 3.008 0.004
O -1.034 -0.841 2.365 0.004
O 0.563 -1.083 4.255 -0.002
O 1.154 -1.833 1.980 0.003
H -2.919 -7.428 4.488 0.000
H -3.612 -6.975 2.936 0.000
H -2.059 -7.788 2.997 0.000
H -3.453 -4.595 4.665 0.000
H -2.306 -2.399 4.440 0.000
H 0.830 -4.262 2.130 0.000
H -0.299 -6.425 2.346 0.000
```

Record 8
Below is a structure of composition C17H17ClN6O2OsS, with properties calculated with ωB97M-V with the def2-TZVPD basis set.

Output
relative energy (zero: lowest compared OMol25 entry of this formula, charge and spin): 1.088 eV
E_HOMO: -15.485 eV
net charge: +2

```
45
Properties=species:S:1:pos:R:3:nbo_charge:R:1
Os 0.061 0.506 0.065 1.195
O -1.934 -2.746 -1.337 -0.438
C -1.313 -1.741 -1.188 0.638
N -0.940 -1.159 0.059 -0.644
C -1.418 -1.683 1.297 0.637
O -2.096 -2.652 1.436 -0.437
C -0.925 -0.860 2.452 0.088
C -1.124 -1.281 3.748 -0.169
C -0.678 -0.472 4.784 -0.108
C -0.060 0.730 4.476 -0.206
C 0.122 1.074 3.148 0.067
N -0.298 0.289 2.150 -0.453
C -0.782 -0.934 -2.336 0.090
C -0.998 -1.340 -3.635 -0.167
C -0.539 -0.533 -4.667 -0.108
C 0.128 0.641 -4.352 -0.209
C 0.329 0.968 -3.023 0.069
N -0.124 0.196 -2.029 -0.457
H -1.615 -2.229 3.920 0.274
H -0.814 -0.773 5.814 0.258
H 0.286 1.399 5.251 0.259
H 0.611 1.998 2.876 0.216
H -1.516 -2.272 -3.811 0.275
H -0.704 -0.815 -5.698 0.258
H 0.492 1.304 -5.124 0.258
H 0.865 1.864 -2.747 0.213
C 5.552 1.765 -1.518 -0.601
C 4.583 1.929 -0.341 -0.465
C 3.695 0.748 -0.150 0.151
N 2.422 0.767 0.023 -0.268
N 1.865 -0.450 0.210 -0.330
C 2.705 -1.456 0.167 0.277
N 2.377 -2.737 0.313 -0.747
S 4.318 -0.887 -0.106 0.489
H 6.261 2.589 -1.523 0.254
H 5.023 1.760 -2.471 0.222
H 6.124 0.839 -1.440 0.215
H 3.962 2.816 -0.463 0.249
H 5.165 2.052 0.576 0.260
H 1.417 -3.008 0.453 0.433
H 3.073 -3.463 0.277 0.441
Cl -1.708 2.678 -0.049 0.134
C 0.033 2.575 -0.013 -0.551
H 0.425 3.076 0.869 0.223
H 0.452 3.000 -0.921 0.217
```

The calculation returns the following F_max values, one per record and in order: 1.5; 1.5; 7.1; 0.6; 3.7; 0.5; 2.1; 2.1 eV/A.